C21H37ClN as an isolated structure in a non-equilibrium geometry. Source: the OMol25 dataset; level of theory: ωB97M-V with the def2-TZVPD basis set.

```
60
Properties=species:S:1:pos:R:3:forces:R:3:mulliken_charge:R:1
C 2.82861 -4.01458 1.60979 -0.165 -1.229 -0.080 -1.2976
C 3.17943 -2.59716 1.72785 -0.446 1.671 4.398 -0.4099
C 2.40883 -1.65814 0.75092 16.260 0.194 -0.466 -0.2370
C 2.93181 -0.26527 1.06347 -2.566 -1.496 -1.173 -0.9206
C 2.48318 0.56902 -0.04074 -6.184 8.355 13.506 -1.6491
H 2.79318 0.41104 -0.86009 3.934 -2.323 -11.284 1.1890
H 2.97939 1.79541 0.38285 -1.702 -3.241 -1.923 0.2741
C 0.79253 0.70249 0.15686 4.888 6.488 0.328 -1.2529
C 0.20077 1.76474 -0.74749 -0.860 3.729 1.630 -0.4094
H 1.06797 2.53259 -1.15271 -2.491 -2.065 1.064 0.3678
H -0.65587 2.49648 -0.10340 2.687 -2.088 -1.866 0.2949
N -0.54436 1.23448 -1.91077 6.158 5.894 -4.122 0.7086
C -1.35092 0.20399 -1.79224 -6.799 0.855 5.301 -2.1232
C -2.46936 0.67424 -0.45534 5.324 -3.541 -3.053 0.0282
H -1.81110 0.73101 0.35505 1.366 0.970 1.169 -0.0845
H -2.96999 1.54026 -0.58894 -1.990 2.387 -0.736 0.5960
C -3.08617 -0.57148 -0.20142 -9.757 0.249 1.768 -1.0243
H -2.58085 -1.46966 -0.26810 1.230 -1.558 -0.433 0.6190
H -4.27010 -0.64995 -0.84847 3.811 -0.148 1.589 0.2221
C -3.66814 -0.49098 1.42656 0.189 -7.633 -3.712 -1.1142
C -2.45960 -0.71185 2.23759 -5.257 11.689 0.063 1.2466
C -1.70309 -1.66532 2.54466 -4.160 -10.371 -6.140 -0.4120
C -0.61686 -1.71608 3.17134 10.773 -0.186 5.769 -0.1183
C -0.10366 -0.48733 3.88846 -1.033 -7.182 -2.527 -0.4600
C -1.09815 0.34419 3.62896 6.913 10.117 7.294 -0.1482
C -2.07821 0.56473 2.83390 -0.090 -10.387 -2.456 -1.0478
H -2.45885 1.41207 2.77241 -3.904 7.176 -0.835 0.8873
H -0.73222 1.43817 4.19198 -1.178 -2.357 -1.160 0.0578
Cl 1.41933 -0.56134 4.78619 -1.738 0.704 -0.701 -0.1543
H 0.10230 -2.60865 3.18803 -1.499 1.054 -0.058 0.3386
H -2.12507 -2.69547 1.86781 1.542 2.304 2.254 0.1004
H -4.28662 -1.59258 1.51165 1.069 3.257 -0.246 0.3233
H -4.29761 0.33998 1.53457 -0.507 1.078 0.625 0.4069
H -1.98143 0.12517 -2.59058 -1.392 -0.743 -2.168 0.7671
H -0.88985 -0.63683 -1.46540 1.175 -2.691 0.770 0.9719
C -1.33750 2.58195 -2.61825 4.426 -0.535 2.877 -0.2515
C -0.32271 3.50436 -3.22615 -9.816 8.789 12.170 -1.8204
H 0.30359 4.38180 -2.21823 -1.720 -2.760 -2.592 0.2207
H -0.93983 4.39477 -3.57836 0.709 -1.301 -0.215 0.3919
H 0.39755 3.37817 -3.70339 10.889 -3.227 -8.156 0.8493
H -1.60099 2.26677 -3.55323 -3.032 -1.958 -1.587 0.4854
H -1.84753 3.05488 -1.71965 -0.058 -0.916 -1.942 0.4108
C 0.65022 0.72414 -2.80726 -8.106 1.753 -4.668 -1.5958
C 0.23279 0.22167 -4.22903 -6.083 0.355 -0.691 -1.1449
H -0.71617 -0.64334 -4.04983 3.172 2.284 -1.085 0.2250
H -0.29475 1.08264 -5.02049 1.391 -2.171 2.640 0.1811
H 1.02494 -0.13257 -4.85008 0.676 -0.675 0.164 0.5118
H 1.13719 -0.01258 -2.48741 3.526 -5.866 4.043 0.8058
H 1.23549 1.42578 -3.08408 4.114 5.416 -0.616 1.0172
H 0.39350 -0.16948 0.16015 -2.772 -5.820 -0.751 1.0563
H 0.51677 1.06489 1.17820 1.065 -0.227 -0.458 0.2621
H 3.95054 -0.21118 1.10178 2.751 -0.253 0.603 0.6779
H 2.44554 0.02888 1.94681 -0.074 0.762 1.474 0.2247
H 1.54485 -1.73569 0.90094 -13.008 -1.356 1.307 0.2172
H 2.90534 -1.85073 -0.22658 -1.380 -0.515 0.042 0.2008
H 4.24920 -2.34090 1.85947 -0.203 -0.529 -1.229 0.5006
H 2.96824 -2.44810 2.85074 -0.580 1.072 -1.316 0.0746
H 1.76992 -4.22876 1.79947 -0.219 0.533 -0.932 0.2168
H 3.20816 -4.71618 2.36418 1.020 0.356 -0.521 0.3865
H 3.17638 -4.10859 0.60509 -0.289 -2.143 -0.947 0.3596
```
Forces are in eV/Å.

Summary:
* HOMO-LUMO gap: 8.9 eV
* highest occupied orbital energy: -11.28 eV
* relative energy (zero: lowest compared OMol25 entry of this formula, charge and spin): 22.306 eV
* total charge: +1
* LUMO: -0.0891 Eh